Density functional theory data (ωB97M-V with the def2-TZVPD basis set) for C28H35N12O3PSV as an isolated structure.

Each line ends with the Löwdin charge.
Element x y z (Å)
V  0.23  1.03  -0.25  0.69
S  2.94  1.50  -2.23  0.65
P  1.63  -1.48  1.69  1.20
O  -0.52  2.91  0.55  -0.07
O  -5.25  -6.56  -0.34  0.15
O  -3.51  -7.04  0.94  0.13
N  0.13  4.02  2.41  0.04
N  1.74  -2.81  -0.80  -0.11
N  4.80  3.11  -3.18  0.10
N  -1.02  1.43  -1.83  0.01
N  -0.66  0.07  1.30  -0.04
N  3.01  2.75  -4.57  0.10
N  1.91  1.21  1.00  -0.04
N  0.93  -0.77  -0.92  -0.06
N  3.59  0.49  2.23  -0.11
N  -2.11  -1.08  -1.20  0.13
N  -0.88  -1.30  3.01  -0.12
N  -1.39  4.95  0.93  0.21
C  2.27  -4.05  -0.27  -0.01
C  -2.42  3.02  -3.65  -0.02
C  -0.59  3.92  1.27  -0.57
C  0.07  5.14  3.33  -0.06
C  -2.23  1.07  -2.27  -0.21
C  -3.70  -2.93  -1.62  0.01
C  -2.79  -0.23  -1.85  -0.07
C  -2.04  -0.60  2.90  -0.02
C  -4.19  -6.23  0.10  -0.47
C  3.62  2.51  -3.39  -0.93
C  2.79  2.24  1.18  -0.14
C  -0.61  -2.36  3.97  0.00
C  -2.96  1.85  -3.16  0.01
C  -0.06  -0.87  2.01  -0.46
C  2.42  0.17  1.64  -0.43
C  0.91  -1.32  -2.17  -0.13
C  -1.14  3.38  -3.24  -0.02
C  -2.05  -3.06  0.12  -0.01
C  -1.90  0.25  1.84  -0.09
C  1.44  -1.69  -0.11  -0.45
C  -4.17  -4.18  -1.26  0.02
C  -2.52  -4.31  0.48  -0.01
C  -2.65  -2.35  -0.92  -0.24
C  -0.50  2.56  -2.33  -0.15
C  3.83  1.81  1.95  -0.03
C  -3.58  -4.88  -0.21  -0.12
C  4.43  -0.37  3.03  -0.01
C  1.41  -2.59  -2.10  -0.02
H  -0.93  5.26  3.75  0.10
H  0.39  6.07  2.85  0.09
H  -2.97  3.64  -4.35  0.12
H  0.56  -0.77  -3.02  0.11
H  2.63  3.20  0.73  0.11
H  0.69  3.21  2.63  0.13
H  -2.86  -0.77  3.57  0.13
H  4.82  -1.19  2.42  0.10
H  -1.22  -2.60  0.64  0.08
H  3.87  -0.77  3.87  0.09
H  -0.77  -3.34  3.51  0.09
H  5.27  0.22  3.40  0.10
H  5.29  3.62  -3.89  0.12
H  -0.65  4.27  -3.60  0.12
H  -4.99  -4.64  -1.79  0.13
H  4.70  2.31  2.30  0.13
H  0.76  4.94  4.15  0.09
H  1.56  -3.33  -2.86  0.13
H  5.29  2.89  -2.33  0.10
H  1.46  -4.70  0.07  0.10
H  2.83  -4.55  -1.06  0.10
H  3.47  3.25  -5.31  0.12
H  -1.51  5.76  1.50  0.10
H  -4.16  -2.43  -2.46  0.11
H  -3.82  -0.40  -2.20  0.13
H  -1.28  -2.24  4.81  0.10
H  -2.59  0.97  1.45  0.12
H  0.42  -2.28  4.32  0.08
H  -1.94  4.86  0.09  0.12
H  2.20  2.21  -4.79  0.10
H  -2.05  -4.82  1.31  0.11
H  -2.64  -6.68  1.17  0.09
H  -3.94  1.52  -3.48  0.12
H  0.51  2.82  -1.99  0.07
H  2.94  -3.84  0.57  0.08

## Properties
Gap between HOMO and LUMO (alpha / beta): 0.2545 / 0.2837 Eh
Calculated total energy: -99432.2305 eV
E_LUMO (alpha / beta): -5.2489 / -5.3215 eV
Energy relative to the best compared isomer or geometry (same formula, charge and spin): 34.53 kJ/mol
HOMO (alpha / beta): -12.17 / -13.04 eV
Multiplicity: 4
Charge: +2